{
  "formula": "C22H25BF3NO2",
  "method": "ωB97M-V/def2-TZVPD",
  "e_homo_ev": -6.549,
  "spin_multiplicity": 1,
  "relative_energy_kcal_mol": 0.0,
  "gap_ev": 3.2,
  "e_lumo_ha": -0.1231,
  "species": ["C", "C", "C", "C", "C", "C", "C", "C", "C", "H", "H", "H", "H", "H", "H", "H", "H", "H", "H", "H", "C", "C", "C", "C", "O", "C", "N", "C", "C", "B", "F", "F", "F", "C", "C", "C", "C", "C", "C", "O", "H", "H", "H", "H", "H", "H", "H", "H", "H", "H", "H", "H", "H", "H"],
  "xyz": [[0.370, -0.927, 4.033], [1.138, 0.338, 4.106], [0.378, 1.608, 4.171], [2.545, 0.322, 4.181], [3.318, 1.529, 4.223], [4.703, 1.501, 4.183], [5.385, 0.277, 4.158], [4.665, -0.924, 4.188], [3.279, -0.908, 4.210], [0.742, -1.580, 3.235], [0.429, -1.497, 4.972], [-0.686, -0.708, 3.845], [0.812, 2.378, 3.528], [-0.654, 1.434, 3.848], [0.338, 2.002, 5.198], [2.795, 2.487, 4.253], [5.258, 2.441, 4.174], [6.473, 0.261, 4.125], [5.192, -1.880, 4.193], [2.725, -1.849, 4.239], [-2.769, -2.267, -5.210], [-2.549, -2.741, -3.787], [-3.859, -2.915, -3.046], [-1.784, -4.049, -3.793], [-1.637, -1.809, -3.048], [-2.076, -0.546, -2.891], [-1.144, 0.208, -2.175], [0.088, -0.175, -1.623], [0.654, 0.900, -0.977], [2.111, 1.055, -0.170], [2.785, 1.965, -0.980], [1.758, 1.567, 1.086], [2.689, -0.204, -0.105], [-0.228, 2.030, -1.139], [-1.352, 1.574, -1.875], [-2.427, 2.371, -2.202], [-2.387, 3.714, -1.782], [-1.273, 4.202, -1.068], [-0.195, 3.370, -0.750], [-3.137, -0.096, -3.304], [-1.809, -2.168, -5.734], [-3.374, -3.006, -5.750], [-3.298, -1.311, -5.240], [-3.678, -3.276, -2.026], [-4.426, -1.981, -3.003], [-4.475, -3.660, -3.565], [-1.600, -4.395, -2.770], [-2.361, -4.822, -4.315], [-0.825, -3.933, -4.311], [0.433, -1.188, -1.759], [-3.246, 1.928, -2.758], [-3.228, 4.364, -2.022], [-1.258, 5.248, -0.760], [0.671, 3.742, -0.209]],
  "mulliken_charge": [-1.67, 1.64, -1.53, 0.55, -0.07, -0.83, -0.27, -0.79, -0.24, 0.44, 0.40, 0.38, 0.34, 0.41, 0.37, 0.31, 0.38, 0.41, 0.38, 0.35, -1.61, 1.65, -1.62, -1.74, -0.44, 0.61, 0.43, -0.43, -0.56, 0.45, -0.36, -0.24, -0.42, 0.22, -0.06, -0.70, -0.51, -0.67, -0.02, -0.70, 0.37, 0.44, 0.35, 0.36, 0.35, 0.44, 0.38, 0.43, 0.39, 0.56, 0.47, 0.38, 0.37, 0.43]
}